Below is C3H6Br4N2O as an isolated structure at a distorted geometry, with properties calculated with the ωB97M-V functional and the def2-TZVPD basis.

Summary:
Total charge = +2
Relative energy (zero: lowest compared OMol25 entry of this formula, charge and spin) = 33.3 kcal per mole
HOMO energy = -0.641 Eh
Molecular weight = 405.7 g mol⁻¹

Atoms and positions in Å:
C -1.256 0.341 -0.736
C -2.100 0.579 0.316
C 0.828 -0.119 -0.108
N -1.698 0.538 1.727
N 1.348 -0.284 -1.536
O -1.316 0.609 -1.903
Br -2.746 -1.560 0.113
Br -3.572 1.862 0.139
Br 1.166 -1.713 0.900
Br 1.593 1.581 0.539
H -1.370 1.431 2.197
H -2.588 0.200 2.226
H -0.859 -0.109 1.763
H 1.144 0.550 -2.037
H 0.850 -0.918 -2.074
H 2.395 -0.479 -1.503

=====

Below is a 2-piece molecular cluster, C3H6BrClIN overall at a distorted geometry, with properties calculated with the ωB97M-V functional and the def2-TZVPD basis.

Summary:
Total charge = 0
Relative energy (zero: lowest compared OMol25 entry of this formula, charge and spin) = 34.6 kcal per mole
HOMO energy (spin up / spin down) = -0.238 / -0.238 Eh
Molecular weight = 298.3 g mol⁻¹

Atoms and positions in Å:
C 0.082 -1.252 0.386
C 0.486 0.987 -0.113
C -1.877 0.127 -0.085
N -0.539 -0.005 0.042
Cl -2.920 -1.165 0.264
Br -2.466 1.699 -0.915
I 4.157 0.318 -0.744
H -0.647 -1.787 0.940
H 0.571 -1.640 -0.617
H 0.905 -1.025 1.049
H 0.898 1.072 0.888
H 1.327 0.697 -0.774
H 0.024 1.975 -0.322

=====

Below is an isolated ion of composition C3H6BrClN3 and charge +1 at a distorted geometry, with properties calculated with the ωB97M-V functional and the def2-TZVPD basis.

Summary:
Total charge = +1
Relative energy (zero: lowest compared OMol25 entry of this formula, charge and spin) = 103.0 kcal per mole
HOMO energy (spin up / spin down) = -0.508 / -0.514 Eh
Molecular weight = 199.5 g mol⁻¹

Atoms and positions in Å:
C -0.472 -1.372 1.495
C -0.904 0.335 -0.685
C 1.658 0.633 -0.635
N -1.894 -0.622 -0.520
N 0.403 -0.226 -0.335
N 0.474 -0.819 0.936
Cl -1.314 2.003 0.090
Br -3.580 -0.209 -0.179
H -0.699 -1.984 2.472
H -0.909 0.695 -1.637
H 2.009 0.448 -1.744
H 1.374 1.618 -0.619
H 2.408 0.357 0.120
H 1.447 -0.857 1.241

=====

Below is a 2-piece molecular cluster, C3H6BrClO overall at a distorted geometry, with properties calculated with the ωB97M-V functional and the def2-TZVPD basis.

Summary:
Total charge = 0
Relative energy (zero: lowest compared OMol25 entry of this formula, charge and spin) = 60.3 kcal per mole
HOMO energy = -0.322 Eh
Molecular weight = 173.4 g mol⁻¹

Atoms and positions in Å:
C 1.807 0.719 -0.223
C -1.165 0.401 0.058
C 0.002 -0.565 0.394
O -2.362 -0.400 -0.078
Cl 0.370 -0.911 2.068
Br 0.108 -2.038 -0.795
H 1.449 0.760 -1.196
H 1.540 1.460 0.456
H 2.548 0.041 0.060
H -0.721 0.595 -0.895
H -1.427 1.136 0.764
H -2.148 -1.198 -0.614

=====

Below is a 2-piece molecular cluster, C3H6BrFO overall at a distorted geometry, with properties calculated with the ωB97M-V functional and the def2-TZVPD basis.

Summary:
Total charge = 0
Relative energy (zero: lowest compared OMol25 entry of this formula, charge and spin) = 51.7 kcal per mole
HOMO energy (spin up / spin down) = -0.346 / -0.346 Eh
Molecular weight = 157.0 g mol⁻¹

Atoms and positions in Å:
C -1.034 -0.011 0.298
C 0.397 0.363 -0.248
C 1.398 -0.744 -0.074
O 0.290 0.766 -1.600
F 1.761 -1.586 -1.128
Br 3.893 0.279 0.601
H -1.618 -0.828 0.005
H -0.991 0.108 1.360
H -1.492 0.720 -0.289
H 0.757 1.207 0.386
H 1.601 -1.334 0.829
H 0.993 1.318 -1.780

=====

Below is an isolated ion of composition C3H6BrN2P2 and charge +1 at a distorted geometry, with properties calculated with the ωB97M-V functional and the def2-TZVPD basis.

Summary:
Total charge = +1
Relative energy (zero: lowest compared OMol25 entry of this formula, charge and spin) = 40.7 kcal per mole
HOMO energy = -0.462 Eh
Molecular weight = 211.9 g mol⁻¹

Atoms and positions in Å:
C 1.251 0.668 -0.836
C 2.079 -0.464 -0.857
C 0.265 -1.043 0.464
N 0.197 0.338 -0.065
N 1.401 -1.435 -0.156
P -3.036 -0.102 0.016
P -1.218 0.983 0.563
Br 3.610 -0.764 -1.775
H 1.416 1.661 -1.221
H 1.727 -2.410 -0.130
H -3.514 0.272 1.277
H -2.046 -1.153 0.687
H -1.287 2.368 0.095
H -0.845 1.083 1.938

=====

Below is C3H6BrN4O2 as an isolated structure at a distorted geometry, with properties calculated with the ωB97M-V functional and the def2-TZVPD basis.

Summary:
Total charge = +1
Relative energy (zero: lowest compared OMol25 entry of this formula, charge and spin) = 155.6 kcal per mole
HOMO energy (spin up / spin down) = -0.462 / -0.462 Eh
Molecular weight = 210.0 g mol⁻¹

Atoms and positions in Å:
C -0.832 1.101 -1.216
C 0.610 -0.381 -0.398
C 0.672 0.538 1.889
N 0.044 0.228 -1.555
N 0.206 0.391 0.646
N -0.622 1.342 0.096
N 1.486 -1.432 -0.366
O 1.749 -1.810 0.733
O 1.778 -1.898 -1.417
Br 0.569 -0.268 -3.372
H -1.520 1.653 -1.940
H -2.005 -1.496 0.683
H 0.189 1.260 2.594
H -2.223 -0.755 0.797
H 1.261 -0.366 2.190
H -1.362 1.891 0.637

=====

Below is one molecule with the formula C3H6BrNO at a distorted geometry, with properties calculated with the ωB97M-V functional and the def2-TZVPD basis.

Summary:
Total charge = 0
Spin multiplicity = 3
Relative energy (zero: lowest compared OMol25 entry of this formula, charge and spin) = 0.0 kcal per mole
HOMO energy (spin up / spin down) = -0.246 / -0.359 Eh
Molecular weight = 152.0 g mol⁻¹

Atoms and positions in Å:
C 0.281 0.333 0.076
C 0.360 -1.130 0.591
C -0.766 0.171 -0.988
N -0.039 -1.876 -0.555
O -0.979 -1.159 -1.162
Br 1.565 -2.103 -1.808
H -0.015 1.103 0.699
H 1.203 0.620 -0.454
H 1.462 -1.332 0.900
H -0.444 -1.550 1.201
H -1.741 0.680 -0.728
H -0.311 0.567 -1.972

=====

Below is C3H6BrO2P as an isolated structure at a distorted geometry, with properties calculated with the ωB97M-V functional and the def2-TZVPD basis.

Summary:
Total charge = 0
Relative energy (zero: lowest compared OMol25 entry of this formula, charge and spin) = 79.9 kcal per mole
HOMO energy = -0.284 Eh
Molecular weight = 185.0 g mol⁻¹

Atoms and positions in Å:
C -0.077 -0.537 -0.503
C -1.778 -2.294 -0.114
C 1.369 2.607 0.707
O -0.378 0.503 0.053
O -0.672 -1.745 -0.812
P 1.443 -0.912 -1.404
Br 2.624 1.645 -0.525
H -2.728 -1.914 -0.518
H -1.673 -2.207 0.903
H -1.711 -3.401 -0.252
H 0.732 3.448 0.161
H 2.146 3.032 1.317
H 0.704 1.775 0.987

=====

Below is one molecule with the formula C3H6BrP at a distorted geometry, with properties calculated with the ωB97M-V functional and the def2-TZVPD basis.

Summary:
Total charge = 0
Relative energy (zero: lowest compared OMol25 entry of this formula, charge and spin) = 22.3 kcal per mole
HOMO energy = -0.339 Eh
Molecular weight = 153.0 g mol⁻¹

Atoms and positions in Å:
Br 3.274 -0.227 -0.094
P 1.450 0.862 0.319
C 0.091 0.011 -0.552
C -0.678 -1.014 0.688
C -1.241 0.255 0.052
H 1.706 1.877 -0.810
H 0.054 -0.433 -1.447
H -0.006 -0.900 1.548
H -1.233 -1.833 0.178
H -2.186 0.249 -0.501
H -1.231 1.153 0.618

=====

Below is one molecule with the formula C3H6Cl2 at a distorted geometry, with properties calculated with the ωB97M-V functional and the def2-TZVPD basis.

Summary:
Total charge = 0
Relative energy (zero: lowest compared OMol25 entry of this formula, charge and spin) = 14.1 kcal per mole
HOMO energy = -0.392 Eh
Molecular weight = 113.0 g mol⁻¹

Atoms and positions in Å:
Cl 2.170 -1.125 0.622
C 0.339 -1.324 0.794
C -0.521 -0.059 0.737
C -0.292 1.041 -0.368
Cl -1.909 1.309 -1.227
H -0.011 -2.098 0.024
H 0.006 -1.756 1.790
H -1.592 -0.406 0.718
H -0.435 0.424 1.711
H -0.090 1.960 0.133
H 0.525 0.797 -1.064

=====

Below is a 2-piece molecular cluster, C3H6Cl2N2O2 overall at a distorted geometry, with properties calculated with the ωB97M-V functional and the def2-TZVPD basis.

Summary:
Total charge = 0
Relative energy (zero: lowest compared OMol25 entry of this formula, charge and spin) = 134.3 kcal per mole
HOMO energy = -0.330 Eh
Molecular weight = 173.0 g mol⁻¹

Atoms and positions in Å:
Cl -0.503 3.080 -2.506
C -1.696 1.886 -2.480
C -2.212 1.487 -1.307
Cl -3.587 0.483 -1.225
H -2.126 1.602 -3.442
H -2.139 2.075 -0.409
C 1.517 -1.582 1.825
O 1.415 -0.790 0.624
N 0.109 -0.277 0.102
N 0.105 0.470 -0.831
O 1.211 0.827 -1.610
H 0.582 -1.926 2.244
H 2.088 -0.996 2.567
H 2.082 -2.551 1.546
H 0.867 1.268 -2.400